a:
The following is a DFT calculation (ωB97M-V/def2-TZVPD) of a gas-phase ion, C5H10NO (charge +1).

Geometry (Å):
O: -0.8946 2.5753 1.4546
N: -0.0754 -0.3888 -0.5511
C: 1.3038 -0.4582 -0.8336
C: -0.8935 -1.3159 -1.3050
C: -0.0341 1.6215 1.0389
C: -0.6790 0.4459 0.2203
C: -0.5015 1.7043 2.4649
H: 1.6944 -1.0666 -0.0821
H: -1.9243 -1.3933 -0.9138
H: 1.8663 0.4314 -0.8906
H: 0.9586 2.0086 0.8397
H: -1.1122 -0.9911 -2.2976
H: -0.2325 -2.1269 -1.5598
H: -1.2689 0.9593 2.5141
H: 0.1766 1.8543 3.2845
H: 1.3385 -0.7097 -1.8930
H: -1.7579 0.3413 0.2572

Results
SMILES string	C[N+](C)=C[C@@H]1CO1
frontier orbital gap	10.560	eV
net charge	+1
HOMO energy	-15.3	eV

natural (NBO) analysis output, partial charges in e: atom 1 (O): -0.42, atom 2 (N): -0.23, atom 3 (C): -0.44, atom 4 (C): -0.44, atom 5 (C): -0.02, atom 6 (C): 0.27, atom 7 (C): -0.06, atom 8 (H): 0.25, atom 9 (H): 0.25, atom 10 (H): 0.25, atom 11 (H): 0.23, atom 12 (H): 0.24, atom 13 (H): 0.25, atom 14 (H): 0.18, atom 15 (H): 0.23, atom 16 (H): 0.24, atom 17 (H): 0.23

***

b:
The following is a DFT calculation (ωB97M-V/def2-TZVPD) of a molecular structure, C5H10NO.

Geometry (Å):
O: -0.7125 1.6594 1.9050
N: -0.3622 1.1983 0.8784
C: -0.8278 1.6236 -0.4404
C: 1.5427 -0.3514 -0.3238
C: -0.8071 0.1501 -1.1044
C: -0.1431 -1.5675 1.0268
C: 0.1418 -0.4461 0.0129
H: 2.1941 -0.9199 0.2630
H: -1.8318 2.2119 -0.3994
H: 1.6337 -0.7095 -1.3603
H: 0.3540 -1.2909 1.9928
H: -0.0676 2.1994 -0.9814
H: -1.7176 -0.4285 -0.8583
H: -1.2075 -1.7289 1.2606
H: -0.5294 0.1944 -2.1485
H: 0.4134 -2.4370 0.8316
H: 1.9270 0.6425 -0.5547

Results
frontier orbital gap	9.220	eV
net charge	+1
HOMO energy	-15.2	eV

natural (NBO) analysis output, partial charges in e: atom 1 (O): -0.10, atom 2 (N): 0.29, atom 3 (C): -0.32, atom 4 (C): -0.73, atom 5 (C): -0.46, atom 6 (C): -0.69, atom 7 (C): 0.36, atom 8 (H): 0.25, atom 9 (H): 0.28, atom 10 (H): 0.28, atom 11 (H): 0.27, atom 12 (H): 0.27, atom 13 (H): 0.25, atom 14 (H): 0.25, atom 15 (H): 0.27, atom 16 (H): 0.27, atom 17 (H): 0.26

***

Stability ranking, top entry: a; the second entry is 1.376 eV less favorable.

***

a:
The following is a DFT calculation (ωB97M-V/def2-TZVPD) of a molecular structure, C41H40N12O2Sr.

Geometry (Å):
Sr: -0.2137 -0.0986 1.6692
O: 4.2928 5.6072 -2.3190
O: 4.6424 3.8940 -3.5839
N: -1.3211 0.7287 -0.6812
N: 1.7289 0.4436 -1.0375
N: -2.4835 -1.4431 0.4530
N: -2.7355 2.3804 -7.3936
N: 2.2606 1.1488 1.5674
N: -2.7872 -3.7757 -0.9957
N: -0.5292 -5.5152 -1.3010
N: 0.5426 5.0269 0.2852
N: 1.1132 -1.5827 3.7237
N: 0.8519 -2.2929 0.0893
N: 4.2511 4.4249 -2.5643
N: -0.4900 2.5867 1.1106
C: 3.9672 3.8868 -0.2449
C: -3.0863 -0.6865 3.8385
C: 1.8584 0.8801 -3.3929
C: 3.3387 2.5826 3.1695
C: -1.7393 -0.9578 3.5465
C: 0.0729 4.1406 -0.5828
C: -2.1979 0.1181 -2.8193
C: 2.6018 2.0098 -3.1808
C: -3.4716 -2.8672 4.7812
C: -0.4725 2.9227 -0.1826
C: -1.8999 -0.1565 -1.4941
C: 3.6989 3.5424 -1.5137
C: -3.1414 -3.7085 0.2857
C: -2.9674 -2.5394 1.0249
C: -1.0632 1.9513 -1.1487
C: -2.2829 -1.4551 -0.8668
C: 2.5575 1.4780 2.8115
C: 0.4545 4.7140 1.5710
C: 0.1257 -2.6721 3.6482
C: 2.7482 1.9192 0.5702
C: 0.4728 -4.3895 -1.2505
C: -1.9095 1.3831 -3.3268
C: -1.3518 2.3135 -2.4586
C: 3.8088 3.3885 2.1686
C: -2.7117 2.9782 -5.0763
C: 2.4604 1.5571 -0.8121
C: -1.3038 -2.2388 3.9326
C: 1.4590 0.1290 -2.2867
C: -2.2478 1.1900 -7.0620
C: 1.1316 -1.0599 5.0976
C: 2.9380 2.3705 -1.8617
C: 0.4028 -3.6791 0.1064
C: 3.5115 3.0655 0.8327
C: -1.9719 0.8160 -5.7551
C: -2.4075 -2.6391 -1.5846
C: -2.2039 1.7310 -4.7342
C: -0.0480 3.4864 1.9821
C: -2.9641 3.2489 -6.4142
C: -3.9437 -1.6058 4.4366
C: -2.1407 -3.1767 4.5396
C: 2.4350 -2.1186 3.4040
H: 4.4056 4.2658 2.3856
H: 1.8620 -2.2030 0.1103
H: -3.5050 0.2837 3.5806
H: 2.7383 -2.9076 4.1052
H: 4.5319 4.7865 -0.0395
H: 0.1530 4.4111 -1.6283
H: -1.5621 -0.1655 -5.5497
H: -1.5005 -5.1158 -1.2778
H: -0.6276 -3.7031 0.4653
H: -1.1490 3.3126 -2.8159
H: -3.1757 -2.4978 2.0892
H: 2.1446 0.8376 3.5834
H: -2.9410 3.7213 -4.3235
H: 0.9952 -4.2274 0.8407
H: -0.0912 3.2256 3.0336
H: -0.4199 -6.1508 -0.5085
H: -4.1230 -3.5874 5.2594
H: -3.5119 -4.6118 0.7548
H: -3.3720 4.2085 -6.7087
H: -1.7531 -4.1459 4.8418
H: -2.7097 -0.6075 -3.4375
H: 1.9338 -0.3304 5.2142
H: 0.4151 -3.4836 4.3340
H: 2.4333 -2.5429 2.3976
H: 0.5414 -1.8057 -0.7442
H: 0.1779 -0.5917 5.3272
H: 3.5483 2.7849 4.2104
H: 0.8686 -0.7699 -2.4536
H: -2.0663 0.5012 -7.8789
H: 3.1848 -1.3277 3.4387
H: 0.2017 -3.0912 2.6368
H: 0.2027 -3.7119 -2.0593
H: 1.5876 0.5706 -4.3930
H: 1.3156 -1.8666 5.8190
H: -0.4281 -6.0713 -2.1515
H: 0.7988 5.4470 2.2902
H: 1.4570 -4.8046 -1.4592
H: -2.1677 -2.6882 -2.6408
H: -4.9739 -1.3411 4.6436
H: 2.9401 2.6085 -4.0118

Results
frontier orbital gap	5.790	eV
net charge	+2
HOMO energy	-11.7	eV

Mulliken analysis output, partial charges in e: atom 1 (Sr): 1.10, atom 2 (O): -0.57, atom 3 (O): -0.59, atom 4 (N): 0.32, atom 5 (N): 0.58, atom 6 (N): -0.06, atom 7 (N): -0.55, atom 8 (N): -0.12, atom 9 (N): -0.77, atom 10 (N): -0.13, atom 11 (N): -0.55, atom 12 (N): 1.25, atom 13 (N): 0.33, atom 14 (N): 1.02, atom 15 (N): -0.07, atom 16 (C): -0.79, atom 17 (C): -0.81, atom 18 (C): -1.33, atom 19 (C): -1.15, atom 20 (C): -1.11, atom 21 (C): -0.24, atom 22 (C): -0.77, atom 23 (C): -0.80, atom 24 (C): -0.70, atom 25 (C): 0.79, atom 26 (C): -0.73, atom 27 (C): 0.27, atom 28 (C): -0.83, atom 29 (C): 0.29, atom 30 (C): -0.25, atom 31 (C): 0.87, atom 32 (C): -0.17, atom 33 (C): -0.71, atom 34 (C): -1.24, atom 35 (C): -0.80, atom 36 (C): -1.06, atom 37 (C): 0.75, atom 38 (C): -0.87, atom 39 (C): -0.98, atom 40 (C): -0.42, atom 41 (C): -0.42, atom 42 (C): 2.48, atom 43 (C): 0.27, atom 44 (C): -0.46, atom 45 (C): -1.38, atom 46 (C): 1.23, atom 47 (C): -0.79, atom 48 (C): 1.52, atom 49 (C): -0.68, atom 50 (C): -0.27, atom 51 (C): 0.43, atom 52 (C): -0.27, atom 53 (C): -0.48, atom 54 (C): -0.64, atom 55 (C): -0.77, atom 56 (C): -1.10, atom 57 (H): 0.50, atom 58 (H): 0.25, atom 59 (H): 0.39, atom 60 (H): 0.41, atom 61 (H): 0.55, atom 62 (H): 0.45, atom 63 (H): 0.45, atom 64 (H): 0.31, atom 65 (H): 0.09, atom 66 (H): 0.63, atom 67 (H): 0.00, atom 68 (H): 0.13, atom 69 (H): 0.49, atom 70 (H): 0.86, atom 71 (H): 0.56, atom 72 (H): 0.38, atom 73 (H): 0.44, atom 74 (H): 0.45, atom 75 (H): 0.39, atom 76 (H): 0.43, atom 77 (H): 0.86, atom 78 (H): 0.49, atom 79 (H): 0.64, atom 80 (H): 0.12, atom 81 (H): -0.46, atom 82 (H): 0.31, atom 83 (H): 0.54, atom 84 (H): 0.06, atom 85 (H): 0.37, atom 86 (H): 0.29, atom 87 (H): -0.50, atom 88 (H): 0.32, atom 89 (H): 0.53, atom 90 (H): 0.35, atom 91 (H): 0.41, atom 92 (H): 0.43, atom 93 (H): 0.47, atom 94 (H): 0.56, atom 95 (H): 0.40, atom 96 (H): 0.57

***

b:
The following is a DFT calculation (ωB97M-V/def2-TZVPD) of a molecular structure, C41H40N12O2Sr.

Geometry (Å):
Sr: -0.3126 0.1754 -0.3668
O: 2.2940 -7.9153 0.2212
O: 1.2532 -7.5231 -1.6247
N: -1.9970 -0.3006 1.5230
N: -3.0339 -1.7301 3.6597
N: -2.1232 -0.9128 -5.7665
N: 1.7635 -7.1822 -0.5765
N: 3.8352 3.3757 -0.6113
N: 1.8039 1.5004 -0.4884
N: -0.3027 -2.6966 -0.7131
N: 1.4230 -0.2302 -4.6371
N: -1.2437 2.8542 -0.7299
N: 1.9318 -1.6442 0.4299
N: 2.1793 3.9343 8.0295
N: 0.3652 1.0739 1.7990
C: 1.0901 2.1831 4.2564
C: -1.6114 -4.5684 -1.4318
C: -3.0977 1.5552 -1.8555
C: -3.0474 -1.1019 1.3730
C: 0.0907 -0.8223 -4.6338
C: -0.8600 3.5461 -1.9601
C: 1.4697 2.7911 5.5675
C: -3.5699 -1.8081 2.4477
C: 2.7002 4.3704 6.8839
C: -4.7730 1.0028 -3.5155
C: -4.2282 1.8951 -2.5998
C: 0.6215 -4.9218 -0.6420
C: 2.4920 1.7010 -1.6117
C: 3.1425 3.1736 0.5063
C: 0.0061 1.3183 4.1417
C: 0.7064 -3.5439 -0.4069
C: -4.1629 -0.2334 -3.6759
C: 3.5246 2.6256 -1.6614
C: 3.0001 -1.1605 1.0417
C: -1.4722 -0.1821 2.7508
C: 1.8055 2.4599 3.0919
C: -1.4208 -3.2040 -1.1971
C: 2.1412 2.2143 0.5975
C: -2.6830 2.5229 -0.7526
C: 2.9360 -3.8315 0.5892
C: -0.6585 -0.5648 -5.9312
C: 1.3065 2.9309 7.9534
C: -0.3137 0.7664 2.9148
C: -0.5820 -5.4288 -1.1679
C: 4.0899 -1.9337 1.4625
C: 4.0584 -3.2792 1.2257
C: 0.9244 2.3362 6.7608
C: -2.3911 0.3414 -2.0249
C: -1.0001 3.7360 0.4146
C: 2.3809 3.8364 5.6448
C: -1.9916 -0.9157 3.8066
C: 1.8967 -2.9793 0.2148
C: 1.4096 1.9159 1.8857
C: -2.9952 -0.5193 -2.9614
C: 1.7543 -5.7320 -0.2728
C: 2.8425 -5.2395 0.3239
H: -2.5310 -0.4251 -4.9427
H: 4.8764 -3.9239 1.5249
H: -2.2188 -2.4972 -1.3991
H: 2.8412 4.2704 4.7683
H: -1.0967 2.9252 -2.8234
H: -2.6708 -0.6637 -6.5924
H: -1.5541 -0.8631 4.7959
H: -2.5584 -4.9299 -1.8098
H: -2.5583 -1.5118 -3.1337
H: -4.7096 2.8563 -2.4469
H: -1.3897 4.5022 -2.0652
H: -5.6713 1.2562 -4.0645
H: 0.1773 -1.8920 -4.4334
H: -0.6904 -6.4876 -1.3504
H: -3.4728 -1.1655 0.3772
H: -2.9216 2.0716 0.2160
H: 3.0186 -0.0925 1.2161
H: -1.5913 4.6583 0.3441
H: -2.2574 -1.9120 -5.6006
H: 4.1041 2.7705 -2.5654
H: -0.2702 -1.1396 -6.7688
H: 2.6761 3.0948 3.1337
H: 0.0528 4.0183 0.4556
H: -0.6068 1.0915 5.0005
H: 2.0583 -0.7000 -5.2702
H: 0.2217 1.5157 6.8015
H: 0.2133 3.7486 -1.9514
H: -4.4299 -2.4548 2.3237
H: -0.6277 0.4922 -6.1873
H: 3.3996 3.8049 1.3475
H: -0.5039 -0.3965 -3.8316
H: 3.4063 5.1898 6.9558
H: -4.6250 -0.9791 -4.3208
H: 0.8915 2.5801 8.8913
H: 4.9295 -1.4633 1.9566
H: -3.2738 3.4477 -0.8221
H: 2.2271 1.0959 -2.4728
H: 1.3887 0.7466 -4.9056
H: -1.2703 3.2313 1.3427
H: 3.6503 -5.9016 0.6059

Results
frontier orbital gap	7.070	eV
net charge	+2
HOMO energy	-12.6	eV

Mulliken analysis output, partial charges in e: atom 1 (Sr): 2.22, atom 2 (O): -0.54, atom 3 (O): -0.56, atom 4 (N): 0.75, atom 5 (N): -0.55, atom 6 (N): -0.05, atom 7 (N): 0.93, atom 8 (N): -0.60, atom 9 (N): 1.27, atom 10 (N): 0.93, atom 11 (N): -0.53, atom 12 (N): 0.99, atom 13 (N): 0.43, atom 14 (N): -0.56, atom 15 (N): 1.20, atom 16 (C): 0.69, atom 17 (C): -1.53, atom 18 (C): 0.79, atom 19 (C): -0.48, atom 20 (C): 0.32, atom 21 (C): -1.20, atom 22 (C): 0.99, atom 23 (C): -0.62, atom 24 (C): -0.44, atom 25 (C): -0.85, atom 26 (C): -0.80, atom 27 (C): 0.96, atom 28 (C): -0.99, atom 29 (C): -0.41, atom 30 (C): -0.65, atom 31 (C): -0.82, atom 32 (C): -0.82, atom 33 (C): -0.49, atom 34 (C): -0.11, atom 35 (C): -0.53, atom 36 (C): -0.79, atom 37 (C): -0.55, atom 38 (C): -0.45, atom 39 (C): -1.33, atom 40 (C): 1.34, atom 41 (C): -0.68, atom 42 (C): -0.41, atom 43 (C): -0.61, atom 44 (C): -0.69, atom 45 (C): -1.42, atom 46 (C): -0.64, atom 47 (C): -0.56, atom 48 (C): 1.10, atom 49 (C): -1.43, atom 50 (C): -0.58, atom 51 (C): -0.66, atom 52 (C): -0.85, atom 53 (C): -0.81, atom 54 (C): -2.25, atom 55 (C): 0.45, atom 56 (C): -0.97, atom 57 (H): -0.09, atom 58 (H): 0.47, atom 59 (H): 0.64, atom 60 (H): 0.37, atom 61 (H): 0.28, atom 62 (H): 0.44, atom 63 (H): 0.54, atom 64 (H): 0.53, atom 65 (H): 1.07, atom 66 (H): 0.44, atom 67 (H): 0.32, atom 68 (H): 0.42, atom 69 (H): 0.34, atom 70 (H): 0.53, atom 71 (H): 0.39, atom 72 (H): 0.25, atom 73 (H): 0.51, atom 74 (H): 0.58, atom 75 (H): 0.41, atom 76 (H): 0.46, atom 77 (H): 0.38, atom 78 (H): 0.41, atom 79 (H): 0.30, atom 80 (H): 0.57, atom 81 (H): 0.26, atom 82 (H): 0.35, atom 83 (H): 0.34, atom 84 (H): 0.42, atom 85 (H): 0.40, atom 86 (H): 0.56, atom 87 (H): -0.42, atom 88 (H): 0.38, atom 89 (H): 0.60, atom 90 (H): 0.38, atom 91 (H): 0.51, atom 92 (H): 0.47, atom 93 (H): 0.57, atom 94 (H): 0.26, atom 95 (H): 0.25, atom 96 (H): 0.54

***

Stability ranking, top entry: b; the second entry is 0.183 eV less favorable.